Record 1
{
  "formula": "C29H67ClN4O6PS2",
  "method": "wB97M-V/def2-TZVPD",
  "total_energy_ev": -92879.320,
  "charge": 1,
  "largest_force_ev_per_a": 2.0,
  "e_lumo_ha": -0.092,
  "spin_multiplicity": 1,
  "elements": ["H", "H", "H", "H", "C", "C", "H", "H", "H", "C", "H", "H", "H", "C", "H", "H", "H", "H", "H", "O", "H", "H", "H", "H", "O", "H", "H", "H", "C", "C", "H", "C", "C", "H", "O", "H", "C", "H", "H", "H", "C", "H", "C", "C", "S", "H", "H", "H", "H", "C", "P", "C", "H", "H", "H", "H", "H", "H", "O", "N", "H", "H", "H", "H", "H", "H", "C", "C", "N", "H", "C", "H", "H", "H", "H", "H", "H", "C", "S", "C", "C", "N", "H", "C", "H", "C", "C", "C", "H", "H", "H", "H", "H", "Cl", "H", "H", "H", "C", "N", "C", "C", "H", "H", "O", "C", "H", "H", "C", "H", "O"],
  "coordinates": [[-1.884, -6.252, -7.672], [-0.727, -1.836, 3.222], [1.626, -4.632, -3.115], [1.402, -1.007, -3.253], [5.391, 1.045, -0.247], [4.511, -2.558, -1.221], [-1.793, -1.590, 1.238], [-2.877, 4.348, 7.964], [1.560, 3.988, -3.714], [-0.608, 0.034, 0.493], [4.836, -4.026, 0.315], [-2.413, -5.310, -5.367], [4.149, 2.565, 0.655], [-0.749, -3.287, -4.900], [1.913, 3.865, -1.990], [1.022, -6.138, -5.003], [-2.228, 6.089, 5.594], [0.860, -3.777, -0.717], [4.901, 1.490, 1.825], [2.769, 0.929, -3.215], [1.910, -0.585, -1.293], [4.925, 1.289, -1.202], [3.538, 0.952, 0.860], [-0.607, -1.592, -0.932], [-3.655, 1.390, -1.345], [5.842, -0.686, 0.870], [3.766, -1.286, 0.404], [6.445, -0.791, -0.803], [0.949, 1.188, -1.473], [-1.394, -5.523, -5.700], [2.891, -4.729, -4.341], [1.002, -1.912, 0.344], [4.075, -3.804, -0.429], [0.327, 1.995, 3.483], [-1.999, 0.327, -2.880], [-3.384, 5.966, 7.501], [1.874, -4.385, -4.149], [-5.032, 7.012, 6.360], [1.257, -4.829, -6.149], [-0.793, -0.165, 4.936], [-5.548, 6.411, 5.610], [-2.582, -1.677, -1.404], [-0.385, -2.457, -6.141], [-0.687, -0.798, 2.907], [-0.999, 1.860, 3.662], [2.410, -4.679, 0.594], [-1.217, -6.567, -5.426], [6.325, 1.596, -0.229], [3.162, 3.481, -3.209], [-4.748, 4.937, 8.791], [-2.549, 0.488, -1.388], [-3.228, 4.144, 5.419], [1.877, -3.297, -4.260], [-5.116, 6.630, 4.635], [4.048, -4.659, -1.092], [0.580, -2.740, -6.561], [-0.330, -1.398, -5.873], [5.537, -2.706, -1.525], [0.599, -0.865, -2.713], [0.938, -0.299, -1.486], [0.362, -0.537, 2.785], [0.448, -2.411, 1.126], [-0.321, -5.454, -7.612], [3.920, -2.544, -2.131], [1.990, -2.666, -1.470], [-5.089, 3.925, 9.013], [-3.744, 4.936, 7.648], [1.617, -3.025, -0.518], [-1.330, 1.047, -0.324], [-2.296, 0.031, 1.778], [-5.507, 4.911, 5.933], [-1.813, -4.505, -7.591], [1.772, 1.447, -0.814], [-2.249, -0.530, -3.265], [-5.618, 5.557, 8.574], [3.807, -0.547, -1.217], [2.838, -3.149, 1.253], [-1.254, 0.101, 3.995], [1.580, 1.745, -3.104], [-1.453, -0.618, 1.575], [2.741, -3.683, 0.318], [-4.257, 4.352, 6.422], [-3.651, 3.554, 4.600], [-2.528, 5.375, 4.827], [-6.282, 4.701, 6.673], [0.919, -5.058, -5.127], [4.325, -1.212, -0.515], [-1.340, -5.416, -7.228], [-1.623, 5.064, 4.300], [-6.586, 6.748, 5.577], [-0.222, -2.859, -4.040], [-4.279, 5.342, 9.688], [-1.810, -3.137, -4.673], [-1.024, 3.096, -2.003], [-2.460, 3.503, 5.864], [-3.155, 5.890, 4.101], [-5.814, 4.346, 5.049], [2.113, 3.436, -2.964], [-0.473, -4.708, -4.920], [4.455, 1.540, 0.838], [-0.305, 1.911, -0.894], [-2.320, -0.071, 4.089], [0.052, 2.526, -0.081], [-3.056, -0.966, -0.938], [0.105, -0.961, -0.422], [-1.139, -2.542, -6.920], [1.772, -1.306, 0.816], [5.633, -0.461, -0.170], [0.177, 0.589, 1.008], [0.683, 1.517, -4.175]],
  "forces_ev_per_angstrom": [[0.003, -0.015, 0.027], [-0.029, -0.197, 0.160], [-0.082, 0.019, -0.015], [0.107, 0.464, 0.283], [-0.018, -0.010, -0.321], [-0.698, -0.548, 0.347], [-0.388, -0.059, -0.110], [0.044, -0.016, -0.136], [-0.253, 0.060, -0.044], [0.196, 0.613, -0.585], [0.181, -0.126, 0.122], [0.034, 0.106, 0.047], [0.055, 0.313, 0.041], [0.073, 0.322, 0.056], [-0.021, -0.031, 0.207], [-0.123, -0.020, -0.048], [-0.015, -0.008, 0.022], [-0.253, 0.058, -0.323], [0.056, -0.031, 0.181], [0.693, -0.321, 0.864], [0.038, 0.104, -0.040], [0.090, -0.082, -0.308], [-0.183, -0.201, 0.072], [-0.250, 0.187, -0.509], [-1.381, 1.451, 0.300], [0.578, -0.236, 0.138], [-0.389, -0.190, 0.147], [0.216, 0.023, -0.134], [-0.463, 1.149, 0.038], [-0.116, -0.248, -0.071], [0.007, 0.005, -0.004], [0.215, -0.095, -0.752], [0.207, 0.447, 0.568], [0.036, -0.619, 0.204], [0.721, -0.996, 0.385], [0.025, -0.001, 0.038], [0.040, -0.032, 0.029], [0.006, -0.018, 0.019], [0.058, -0.038, 0.010], [-0.002, 0.041, 0.333], [-0.099, -0.049, -0.120], [-0.402, -0.004, 0.404], [-0.130, 0.156, 0.097], [-0.263, 0.318, -0.340], [-0.690, 0.712, -0.211], [0.053, -0.206, 0.120], [0.111, 0.034, 0.049], [0.220, 0.095, 0.165], [0.369, -0.321, 0.064], [-0.003, -0.003, 0.012], [-1.333, 0.447, -0.216], [0.174, -0.120, -0.009], [0.026, -0.009, -0.027], [0.089, 0.052, 0.043], [-0.031, -0.179, -0.261], [0.003, -0.021, 0.009], [0.018, -0.001, -0.009], [0.309, 0.087, -0.127], [-0.612, -0.553, -0.367], [0.761, -0.202, -0.221], [0.227, -0.130, -0.012], [-0.272, 0.161, 0.293], [0.010, -0.002, 0.016], [0.048, 0.013, -0.373], [0.079, 0.031, -0.204], [-0.038, 0.000, -0.048], [-0.063, 0.176, 0.125], [0.267, 0.054, 1.140], [1.033, -1.505, -0.795], [-0.323, 0.016, -0.274], [-0.243, 0.085, 0.087], [0.063, 0.035, -0.013], [0.260, -0.037, 0.142], [0.173, 0.473, -0.206], [-0.001, -0.002, 0.007], [-0.269, 0.090, 0.029], [0.274, 0.217, 0.229], [1.037, -0.423, -0.007], [1.388, -0.924, -1.160], [0.600, -0.310, 0.348], [-0.187, -0.258, -0.896], [0.020, -0.134, -0.139], [-0.118, 0.042, 0.026], [0.020, -0.022, -0.145], [0.071, -0.005, 0.065], [0.198, 0.130, -0.083], [0.922, 0.236, -0.529], [-0.086, 0.042, -0.019], [0.001, -0.029, 0.024], [0.003, 0.001, 0.023], [0.030, -0.072, -0.002], [0.013, -0.009, -0.001], [-0.053, -0.182, -0.083], [0.136, -0.001, -0.079], [-0.031, 0.037, 0.107], [-0.026, 0.058, 0.052], [0.146, -0.033, -0.036], [-0.660, 0.208, 0.028], [-0.152, -0.067, 0.179], [-0.080, 0.076, 0.026], [-0.778, 0.266, 0.007], [-0.272, 0.324, 0.047], [0.190, 0.051, 0.328], [1.317, -0.457, -0.310], [-0.569, -0.851, 1.281], [0.069, -0.070, -0.071], [0.244, -0.040, 0.232], [-0.992, 0.265, 0.346], [0.053, 0.273, 0.148], [-1.262, 0.748, -0.140]]
}

Record 2
{
  "formula": "C15H27BrF5IN4O3PdSiTe",
  "method": "wB97M-V/def2-TZVPD",
  "total_energy_ev": -138483.389,
  "charge": -2,
  "largest_force_ev_per_a": 0.9,
  "e_lumo_ha": 0.146,
  "de_lowest_kj_mol": 55.8,
  "spin_multiplicity": 1,
  "elements": ["H", "H", "C", "N", "Si", "C", "H", "F", "H", "C", "H", "C", "C", "H", "C", "H", "Te", "N", "F", "H", "H", "C", "H", "H", "F", "H", "C", "N", "C", "O", "H", "H", "H", "C", "H", "O", "N", "O", "C", "Br", "Pd", "H", "H", "H", "C", "F", "H", "C", "H", "C", "H", "I", "H", "H", "H", "C", "H", "F", "H"],
  "coordinates": [[4.650, 6.832, -0.477], [-4.968, -3.946, 0.508], [-4.262, -0.534, 0.521], [-2.979, -4.907, -0.575], [2.504, 0.002, -1.368], [-2.358, -4.257, 0.479], [-2.268, -5.364, -1.132], [2.778, -2.446, 0.570], [-3.414, -4.204, -1.159], [3.669, 4.923, -0.662], [-4.608, 0.232, -0.180], [3.620, 0.578, 0.035], [-4.481, -1.917, -0.097], [4.334, 4.553, -1.435], [-4.447, -3.075, 0.911], [-0.777, -4.286, 1.729], [0.905, -2.149, 0.597], [-1.177, -4.735, 0.906], [-1.686, -2.823, -0.850], [-4.979, -2.779, 1.817], [2.734, 2.058, -2.775], [1.762, 4.541, 0.790], [1.107, 1.995, -2.041], [-3.756, -2.099, -0.894], [0.886, -3.526, 2.135], [-4.896, -0.420, 1.404], [-2.786, 1.104, 1.800], [-1.923, -0.029, -0.261], [3.749, -0.914, -2.484], [-3.880, 1.612, 2.122], [-2.606, -2.919, 1.916], [-5.484, -1.939, -0.542], [4.357, 1.266, -0.406], [2.990, 6.641, 0.862], [-1.807, -0.939, -0.709], [-1.629, 1.471, 2.132], [-3.127, -3.537, 1.316], [1.322, -1.107, -1.134], [3.848, 6.193, -0.128], [0.832, 6.516, 2.671], [0.524, 0.708, 0.385], [-2.304, 0.637, -0.916], [4.641, -0.316, -2.719], [3.110, 1.077, 0.856], [1.963, 5.817, 1.308], [1.060, -3.856, -0.510], [1.507, 0.940, -3.409], [2.641, 4.116, -0.206], [3.271, -1.207, -3.427], [1.902, 1.397, -2.492], [2.503, 3.123, -0.614], [0.241, 3.213, 1.399], [3.108, 7.626, 1.295], [4.150, -0.289, 0.438], [-2.382, -0.959, 1.511], [-2.821, -0.169, 0.894], [-0.447, -4.718, 0.186], [1.515, -0.980, 2.080], [4.069, -1.827, -1.970]],
  "forces_ev_per_angstrom": [[-0.009, -0.008, 0.007], [-0.019, 0.000, 0.007], [0.009, -0.016, -0.023], [-0.019, -0.011, 0.193], [0.645, -0.101, -0.655], [-0.069, -0.217, -0.220], [0.011, 0.016, 0.030], [0.039, -0.016, 0.089], [0.020, -0.031, -0.059], [0.029, -0.024, -0.042], [-0.026, -0.008, -0.009], [0.044, 0.010, -0.053], [-0.139, -0.009, 0.023], [-0.019, 0.011, 0.022], [-0.036, 0.139, -0.108], [0.014, -0.100, -0.022], [0.308, -0.205, -0.474], [-0.037, 0.088, 0.026], [-0.016, 0.201, 0.134], [0.028, 0.003, 0.048], [-0.109, -0.093, 0.034], [0.030, 0.093, 0.055], [0.002, 0.001, -0.014], [0.031, -0.008, 0.034], [0.028, 0.041, 0.007], [0.042, -0.002, 0.007], [0.012, 0.083, -0.120], [0.047, -0.170, 0.476], [0.062, -0.003, -0.048], [0.215, -0.028, -0.011], [0.051, 0.042, 0.056], [0.020, 0.017, -0.015], [-0.051, -0.043, 0.075], [-0.031, -0.004, 0.025], [0.027, -0.044, -0.109], [-0.202, 0.087, 0.166], [0.104, -0.114, -0.164], [-0.095, -0.221, 0.810], [0.007, 0.008, -0.004], [0.002, 0.014, 0.003], [-0.680, 0.526, -0.052], [-0.015, 0.118, -0.148], [-0.105, -0.052, 0.018], [-0.052, 0.044, 0.076], [-0.005, -0.052, -0.041], [-0.193, 0.117, 0.105], [0.044, 0.058, 0.096], [0.006, -0.041, 0.003], [0.059, 0.008, 0.087], [-0.019, 0.055, -0.073], [0.014, -0.019, 0.008], [-0.014, -0.173, -0.052], [0.000, -0.005, -0.003], [-0.040, 0.031, -0.016], [0.065, -0.015, 0.053], [-0.042, 0.054, -0.073], [-0.030, -0.084, -0.065], [0.074, -0.021, -0.041], [-0.018, 0.074, -0.055]]
}

Record 3
{
  "formula": "C2HBr3N2O",
  "method": "wB97M-V/def2-TZVPD",
  "total_energy_ev": -217242.109,
  "charge": 0,
  "largest_force_ev_per_a": 4.3,
  "e_lumo_ha": -0.036,
  "de_lowest_kj_mol": 31.9,
  "smiles": "Brc1conn1.BrBr",
  "spin_multiplicity": 1,
  "elements": ["N", "Br", "N", "Br", "O", "C", "C", "Br", "H"],
  "coordinates": [[0.350, 1.126, 0.034], [2.896, 1.014, -2.053], [-0.185, 0.297, -0.779], [2.570, -0.759, -0.723], [-0.168, 0.890, 1.249], [-1.021, -0.054, 1.201], [-0.996, -0.477, -0.145], [-1.925, -1.882, -0.987], [-1.521, -0.156, 2.203]],
  "forces_ev_per_angstrom": [[0.227, 0.496, -1.343], [0.105, 0.479, -0.385], [1.672, 1.844, -0.973], [0.624, -0.910, 0.312], [1.390, 2.188, 1.134], [-1.686, -1.897, -0.092], [-2.754, -1.847, 2.703], [0.166, 0.377, 0.295], [0.256, -0.730, -1.650]]
}